{"formula": "C17H55F6NO11P", "method": "ωB97M-V/def2-TZVPD", "lumo_energy_ev": 2.38, "e_tot_ha": -2503.86853, "total_charge": -1, "homo_ev": -6.13, "symbols": ["P", "F", "F", "F", "F", "F", "F", "C", "C", "O", "H", "H", "H", "H", "H", "H", "C", "C", "O", "H", "H", "H", "H", "H", "H", "C", "C", "O", "H", "H", "H", "H", "H", "H", "C", "C", "O", "H", "H", "H", "H", "H", "H", "O", "H", "H", "O", "H", "H", "O", "H", "H", "O", "H", "H", "O", "H", "H", "O", "H", "H", "C", "C", "C", "C", "C", "C", "N", "O", "C", "C", "C", "H", "H", "H", "H", "H", "H", "H", "H", "H", "H", "H", "H", "H", "H", "H", "H", "H", "H", "H"], "positions_angstrom": [[-0.1863, -1.4696, -0.2723], [0.0652, -2.3154, 1.0890], [1.4200, -1.2154, -0.5642], [-0.2534, -2.7645, -1.2584], [-0.3702, -0.5404, -1.5182], [-1.8238, -1.5180, -0.1397], [-0.3628, -0.0965, 0.6965], [4.0611, -0.8621, 3.2494], [3.2777, -1.1543, 1.9083], [4.2978, -1.7490, 1.0073], [5.0096, -0.4223, 2.9413], [4.1477, -1.6622, 3.9846], [3.5732, -0.1691, 3.9348], [2.8894, -0.2781, 1.3891], [2.4267, -1.7970, 2.1336], [3.7483, -2.3362, 0.4832], [2.6080, 0.3985, -3.5950], [4.0348, 0.3366, -4.0272], [4.4017, 1.5500, -4.6960], [2.2994, -0.5458, -3.1466], [1.8508, 0.7333, -4.3040], [2.4152, 1.1052, -2.7878], [4.2217, -0.4154, -4.7937], [4.5839, 0.2914, -3.0867], [4.2205, 2.3302, -4.1669], [3.9234, -5.2178, -1.4125], [2.3814, -4.8208, -1.1881], [2.1439, -3.8121, -2.1313], [4.0383, -5.6451, -2.4086], [4.1745, -5.8405, -0.5538], [4.5298, -4.3231, -1.2716], [2.3388, -4.4837, -0.1524], [1.5988, -5.5696, -1.3106], [1.1947, -3.7849, -2.2723], [-2.1417, 0.3904, -4.0216], [-1.7679, -0.9879, -4.5831], [-1.7314, -1.8359, -3.4518], [-3.0608, 0.4069, -3.4358], [-2.3774, 1.0445, -4.8610], [-1.3245, 0.8080, -3.4334], [-0.8762, -0.8074, -5.1833], [-2.4986, -1.2962, -5.3309], [-1.3684, -1.2876, -2.7523], [-2.6798, -4.1481, -2.4275], [-2.4205, -3.3045, -2.7981], [-1.9774, -4.3673, -1.8153], [0.0931, -0.9303, 4.4197], [0.2683, -1.7226, 3.9119], [-0.6658, -0.5339, 3.9919], [-1.4362, -4.7036, -0.0070], [-1.4816, -5.0201, 0.8952], [-1.0232, -3.8428, 0.0611], [0.7161, 2.2092, -0.5448], [0.8522, 2.5811, 0.3267], [0.1465, 1.4542, -0.3973], [0.9149, -2.7244, -4.5328], [0.1070, -2.2464, -4.3458], [1.4285, -2.6517, -3.7284], [-4.2410, -1.8301, 1.2979], [-4.0355, -1.3642, 2.1084], [-3.4214, -1.8246, 0.8035], [0.6556, 2.5430, 3.3014], [-0.6916, 3.1707, 3.0555], [-0.4333, 4.6013, 2.4311], [-1.7699, 5.2448, 1.9897], [-2.4565, 4.2983, 1.0163], [-2.7243, 2.8762, 1.4645], [-1.5461, 2.3133, 2.1243], [-1.7164, 0.9979, 2.5729], [-3.9832, 2.7692, 2.3955], [-3.0577, 2.0679, 0.1199], [-1.4085, 3.3468, 4.3931], [1.3078, 2.7638, 2.4564], [0.6363, 1.4554, 3.3714], [1.1861, 2.9518, 4.1613], [0.1601, 5.1544, 3.1592], [0.2237, 4.6278, 1.5617], [-1.5640, 6.1161, 1.3680], [-2.3507, 5.6106, 2.8365], [-1.8496, 4.3143, 0.1110], [-3.3772, 4.7947, 0.7096], [-4.0161, 3.4512, 3.2451], [-4.8315, 3.0659, 1.7786], [-4.1605, 1.7642, 2.7784], [-3.8619, 2.5072, -0.4703], [-2.1670, 1.9786, -0.5020], [-3.3339, 1.0427, 0.3665], [-2.2308, 4.0618, 4.4183], [-0.7149, 3.8177, 5.0897], [-1.7153, 2.3633, 4.7491], [-1.0856, 0.5283, 2.0223]], "forces_ev_per_a": [[0.237, 1.371, 0.575], [-0.069, -0.011, -1.176], [-1.102, -1.001, 1.553], [0.500, 0.340, 1.054], [-0.767, 1.520, -1.717], [0.572, -1.011, 0.154], [1.431, -0.729, -0.523], [-0.969, 0.722, -0.612], [1.906, -0.029, 1.136], [-1.740, 0.032, 1.074], [0.167, -0.259, 0.364], [0.477, -0.818, -0.865], [-0.404, 0.722, -0.591], [0.084, 0.244, 0.414], [0.152, -0.379, -0.373], [0.266, -0.176, -0.592], [-1.538, -0.101, 0.805], [-0.517, 1.670, -0.086], [0.504, 0.191, -0.642], [-0.086, -0.190, -0.197], [0.319, -0.474, -0.721], [0.610, 0.229, 0.334], [0.182, -0.309, 0.580], [0.643, -0.799, -0.294], [-0.171, -0.208, 0.302], [-2.391, 0.139, 0.933], [2.273, -0.073, -0.377], [-0.257, 0.470, -0.193], [0.304, -0.160, 0.304], [0.305, -0.620, -0.437], [-0.182, 0.165, -0.371], [-0.320, 0.417, 0.215], [0.538, -0.656, 0.039], [-0.147, 0.126, -0.001], [-0.470, 0.383, -1.058], [-1.391, 1.991, 0.475], [0.645, -0.429, -1.305], [0.097, -0.462, 0.235], [0.348, 0.365, -0.072], [-0.030, 0.060, -0.048], [0.766, -0.666, 0.402], [-0.287, -0.486, 0.432], [0.064, -0.117, 0.377], [-0.435, -0.513, -0.178], [0.052, 0.274, -0.298], [-0.104, -0.228, 0.280], [0.237, -0.017, 0.285], [0.067, -0.216, -0.184], [-0.347, 0.316, -0.145], [0.117, -0.473, 0.302], [-0.132, -0.158, 0.139], [-0.011, -0.049, 0.053], [0.314, 0.437, -0.524], [-0.123, 0.005, 0.254], [-0.131, -0.245, 0.166], [0.205, -0.110, -0.387], [-0.308, -0.097, 0.211], [0.369, 0.041, 0.082], [-0.460, -0.101, 0.177], [0.070, 0.170, 0.170], [0.282, -0.043, -0.268], [0.764, -0.619, -0.764], [-1.313, 0.675, -0.588], [-1.005, -0.573, 0.044], [1.168, 0.063, 0.009], [-0.105, 0.757, 0.267], [-1.222, -1.241, -0.056], [2.101, 1.649, -0.970], [-0.536, 0.407, 0.878], [-0.110, 0.539, -0.735], [0.665, -0.241, 1.339], [0.327, 0.453, 0.462], [0.103, -0.061, -0.217], [-0.146, 0.039, 0.313], [-0.331, 0.009, 0.181], [-0.396, 0.247, 0.368], [-0.010, -0.750, -0.262], [0.184, 0.352, 0.259], [-0.274, -0.351, -0.009], [0.228, -0.395, -0.031], [-0.390, -0.353, 0.005], [0.457, 0.083, 0.015], [-0.272, -0.198, -0.018], [0.214, -0.043, -0.219], [-0.019, 0.235, 0.235], [0.101, 0.295, 0.018], [-0.178, -0.018, 0.081], [-0.321, -0.373, -0.500], [0.255, -0.365, 0.293], [-0.093, 0.141, 0.216], [-0.063, -0.350, -0.260]]}